ORCA calculation (the ωB97M-V functional and the def2-TZVPD basis) on a molecular structure, C23H18N2O5Pb.

Positions of all 49 atoms, in Å:
Pb -9.90 1.92 16.14
C -13.84 3.51 17.88
C -12.60 3.49 18.63
N -11.54 2.75 18.25
C -10.62 2.93 19.22
C -11.04 3.84 20.15
N -12.31 4.18 19.76
C -10.33 4.44 21.32
O -9.21 3.99 21.89
O -10.92 5.43 21.79
C -9.34 2.15 19.19
O -8.55 2.25 20.16
O -8.97 1.51 18.11
H -14.10 2.53 17.50
H -13.70 4.21 17.02
H -14.72 3.80 18.45
H -12.83 4.95 20.15
H -8.76 3.21 21.29
C -11.09 -0.77 17.01
C -11.33 -0.01 15.79
O -12.00 -0.13 14.84
H -12.01 -0.84 17.64
H -10.32 -0.26 17.64
H -10.74 -1.79 16.90
C -8.33 1.00 14.91
C -7.56 0.26 14.20
C -6.71 -0.61 13.61
C -6.37 -1.84 14.27
C -6.48 -2.00 15.67
C -6.31 -3.19 16.32
C -5.96 -4.30 15.57
C -5.86 -4.22 14.18
C -6.08 -3.02 13.53
C -6.27 -0.28 12.26
C -5.11 -0.85 11.69
C -4.61 -0.31 10.53
C -5.24 0.70 9.79
C -6.43 1.20 10.31
C -6.86 0.75 11.56
H -6.73 -1.15 16.27
H -6.39 -3.30 17.40
H -5.72 -5.25 16.06
H -5.68 -5.09 13.55
H -6.04 -2.98 12.46
H -4.57 -1.63 12.18
H -3.65 -0.75 10.27
H -4.83 1.13 8.92
H -7.06 1.90 9.80
H -7.69 1.27 12.03

Values from the calculation:
Charge: -2
Energy above the lowest of the compared OMol25 structures with the same formula, charge and spin (kJ/mol): 0.0
Electronic energy (Ha): -1565.7619
E_HOMO (eV): 0.502
LUMO (eV): 4.170
Kohn-Sham gap (eV): 3.7



ORCA calculation (the ωB97M-V functional and the def2-TZVPD basis) on a molecular structure, C31H45AuCl6P.

Positions of all 84 atoms, in Å:
Au 0.36 1.58 2.07
P 0.22 0.75 -0.79
Cl 1.68 3.30 1.18
C -1.52 0.38 1.97
H -1.27 -0.57 1.50
H -2.33 0.91 1.47
C 2.04 0.98 -1.18
C -0.66 2.37 -1.09
C 2.48 0.98 -2.64
H 2.24 1.98 -0.75
C 3.96 1.38 -2.70
H 2.36 -0.02 -3.06
H 1.88 1.68 -3.24
C 4.85 0.47 -1.85
H 4.29 1.37 -3.75
H 4.05 2.42 -2.34
C 4.34 0.32 -0.41
H 4.89 -0.52 -2.32
H 5.87 0.86 -1.84
C 2.85 -0.04 -0.36
H 4.92 -0.45 0.11
H 4.49 1.26 0.13
H 2.69 -1.05 -0.77
H 2.51 -0.05 0.69
C -0.46 -0.42 -2.10
C -2.16 2.20 -1.31
H -0.51 2.85 -0.10
C -2.85 3.56 -1.15
H -2.36 1.81 -2.31
H -2.59 1.48 -0.60
C -2.26 4.60 -2.12
H -3.92 3.46 -1.32
H -2.71 3.91 -0.12
C -0.73 4.69 -2.03
H -2.54 4.34 -3.14
H -2.69 5.58 -1.91
C -0.03 3.32 -2.11
H -0.34 5.35 -2.81
H -0.45 5.14 -1.06
H -0.13 2.91 -3.13
H 1.04 3.46 -1.91
C 0.27 -1.77 -2.12
H -1.48 -0.60 -1.70
C -0.52 -2.80 -2.95
H 1.27 -1.64 -2.56
H 0.43 -2.16 -1.10
C -0.83 -2.29 -4.36
H 0.05 -3.73 -3.00
H -1.46 -3.02 -2.42
C -1.42 -0.87 -4.37
H 0.09 -2.29 -4.95
H -1.53 -2.98 -4.85
C -0.60 0.11 -3.53
H -1.50 -0.50 -5.39
H -2.44 -0.90 -3.96
H 0.40 0.22 -3.98
H -1.06 1.10 -3.55
C -1.17 -2.78 1.45
C -2.50 -2.50 1.66
H -0.66 -2.47 0.54
C -3.29 -3.16 2.73
H -3.05 -1.84 0.97
C -2.41 -3.52 3.95
H -4.13 -2.53 3.05
H -3.74 -4.09 2.34
C -1.11 -4.20 3.54
H -2.17 -2.60 4.50
H -2.97 -4.15 4.65
C -0.31 -3.34 2.53
H -0.49 -4.39 4.43
H -1.32 -5.17 3.08
H 0.15 -2.52 3.10
H 0.52 -3.92 2.11
Cl 3.26 0.62 3.54
C 1.83 0.37 4.46
C 0.58 0.60 3.88
C -0.53 0.16 4.52
Cl -2.07 0.10 3.62
C -0.51 -0.33 5.84
Cl -1.96 -0.86 6.59
C 0.73 -0.43 6.50
Cl 0.79 -0.97 8.12
C 1.92 -0.12 5.78
Cl 3.44 -0.36 6.52

Values from the calculation:
Charge: -1
<S²>: 2.02
Energy above the lowest of the compared OMol25 structures with the same formula, charge and spin (kJ/mol): 0.0
Electronic energy (Ha): -4446.3343
Multiplicity: 3
E_HOMO (spin up / spin down) (eV): -1.083 / -4.875
LUMO (spin up / spin down) (eV): 2.404 / 1.942
Kohn-Sham gap (spin up / spin down) (eV): 3.5 / 6.8



ORCA calculation (the ωB97M-V functional and the def2-TZVPD basis) on a single C3H5N3 molecule.

Positions of all 11 atoms, in Å:
C 1.79 0.50 0.25
C 0.63 -0.26 -0.30
N -0.12 -0.99 0.49
N -1.24 -1.41 -0.20
C -1.96 -0.45 -0.35
N -2.79 0.39 -0.29
H 2.73 0.10 -0.14
H 1.80 0.46 1.34
H 1.70 1.54 -0.07
H 0.58 -0.36 -1.39
H -3.13 0.50 0.67

Values from the calculation:
Energy above the lowest of the compared OMol25 structures with the same formula, charge and spin (kJ/mol): 288.0
SMILES string: C/C=N/N=C=N
Electronic energy (Ha): -281.4803
E_HOMO (eV): -9.616
LUMO (eV): 1.082
Kohn-Sham gap (eV): 10.7



ORCA calculation (the ωB97M-V functional and the def2-TZVPD basis) on a single C4H7ClS molecule.

Positions of all 13 atoms, in Å:
C 1.45 -1.88 0.66
S 2.14 -0.40 -0.12
C 0.64 0.42 -0.75
C -0.04 1.02 0.45
C -1.37 1.10 0.67
Cl -2.48 0.29 -0.38
H 1.22 -2.63 -0.17
H 2.26 -2.43 1.14
H 0.55 -1.59 1.27
H 0.98 1.35 -1.40
H 0.06 -0.24 -1.38
H 0.64 1.48 1.17
H -1.88 1.54 1.44

Values from the calculation:
Energy above the lowest of the compared OMol25 structures with the same formula, charge and spin (kJ/mol): 59.3
SMILES string: CSC/C=C\Cl
Electronic energy (Ha): -1014.9463
E_HOMO (eV): -8.666
LUMO (eV): 0.874
Kohn-Sham gap (eV): 9.5